Record 1
# C3H9NO

A 2-piece molecular cluster, C3H9NO overall (wB97M-V/def2-TZVPD, OMol25).

Values from the calculation:
Relative energy (zero: lowest compared OMol25 entry of this formula, charge and spin): 38.71 kcal per mole
Total energy: -6791.268 eV
Molar mass: 75.11 g mol⁻¹
⟨S²⟩: 0.751
F_max: 4.4 eV/A

ORCA input file:
```
! wB97M-V def2-TZVPD RIJCOSX def2/J DEFGRID3
* xyz -1 2
N 1.3391 1.3811 1.0013
C 0.2416 1.3679 1.9005
C -0.4885 -1.0570 2.6597
C -0.6585 0.1302 1.9570
H 2.2240 1.4669 1.4174
H 1.3547 0.6159 0.4381
H -0.3462 2.3237 1.6368
H 0.5663 1.4908 2.9055
H -1.1294 -1.8660 2.4152
H 0.0954 -0.9715 3.6207
H -1.3091 0.0492 1.0721
H -0.0653 -2.0978 -6.4982
H -0.1333 -1.2808 -5.1018
O -0.6498 -1.5055 -6.0022
*
```

Record 2
# C37H54N2O11PSZr

C37H54N2O11PSZr as an isolated structure (wB97M-V/def2-TZVPD, OMol25).

Values from the calculation:
Relative energy (zero: lowest compared OMol25 entry of this formula, charge and spin): 0.00 kcal per mole
Total energy: -86152.707 eV
Molar mass: 857.11 g mol⁻¹
F_max: 1.0 eV/A

ORCA input file:
```
! wB97M-V def2-TZVPD RIJCOSX def2/J DEFGRID3
* xyz 1 1
Zr 1.6105 1.1372 0.6477
C 1.9603 4.8107 -0.2073
C 1.6007 3.9230 0.9416
C 2.5847 3.4209 1.8087
C 2.2433 2.7632 3.0005
C 3.2990 2.3819 3.9892
C 0.8977 2.5013 3.2503
C -0.0994 2.8923 2.3584
C -1.5412 2.5737 2.6150
C 0.2679 3.5920 1.2039
H 1.5691 5.8102 -0.0035
H 1.5279 4.4675 -1.1471
H 3.0399 4.8942 -0.3259
H 3.6270 3.6467 1.6087
H 3.3812 3.1696 4.7416
H 4.2699 2.2679 3.5114
H 3.0471 1.4521 4.4936
H 0.6245 1.9781 4.1594
H -2.1219 3.4937 2.6914
H -1.6683 2.0104 3.5379
H -1.9545 1.9937 1.7884
H -0.4988 3.9103 0.5065
C -8.8838 -0.7960 2.5788
C -7.5932 -1.5542 2.7108
C -6.8959 -1.5712 3.9154
C -5.7260 -2.3025 4.0545
C -5.2458 -3.0237 2.9717
C -5.9247 -3.0242 1.7599
C -7.0898 -2.2888 1.6373
S -3.7370 -3.9264 3.1194
O -3.4330 -4.0375 4.5153
O -3.8023 -5.0640 2.2549
N -2.5690 -2.9639 2.4745
C -2.2763 -1.6907 3.1129
C -0.9265 -1.1761 2.6322
C -0.9387 -0.7424 1.1902
O -1.5767 -1.2664 0.3202
O -0.1137 0.2920 0.9094
H -8.9405 0.0184 3.2996
H -9.7340 -1.4570 2.7585
H -8.9975 -0.3812 1.5777
H -7.2812 -1.0152 4.7614
H -5.1984 -2.3382 4.9982
H -5.5509 -3.6161 0.9344
H -7.6278 -2.2938 0.6972
H -2.6191 -2.9163 1.4632
H -2.2178 -1.8729 4.1855
H -3.0604 -0.9434 2.9362
H -0.2101 -2.0007 2.6982
H -0.5613 -0.3593 3.2580
C -0.0222 -3.3630 -2.0283
C 1.0176 -2.8884 -1.0646
C 1.2392 -3.6973 0.1357
C 1.9511 -3.2469 1.1829
C 2.0817 -4.0203 2.4607
C 2.5328 -1.8986 1.0694
C 2.5948 -1.0901 2.1491
O 2.7390 0.2332 2.1337
C 2.8348 -1.4587 -0.3333
C 4.5036 0.4143 -0.1752
C 1.7290 -1.7672 -1.2661
H -1.0024 -3.3674 -1.5456
H 0.1936 -4.3874 -2.3373
H -0.0680 -2.7320 -2.9132
H 0.7547 -4.6650 0.1901
H 1.7242 -5.0382 2.3208
H 1.4956 -3.5862 3.2754
H 3.1215 -4.0528 2.7904
H 2.4372 -1.5096 3.1407
H 4.8334 0.1233 0.8192
H 4.4627 1.4999 -0.2846
H 5.1629 -0.0013 -0.9279
H 1.6261 -1.1613 -2.1601
C 3.5103 -0.0752 -4.5263
C 3.6565 1.4022 -4.2014
C 3.0615 2.2791 -5.2906
C 5.1042 1.7748 -3.9410
O 2.9819 1.6191 -2.9063
P 1.5061 2.1273 -2.7027
O 1.2151 3.5146 -3.0786
O 1.3172 1.8696 -1.1545
O 0.6332 1.0092 -3.3934
C -0.8041 1.1450 -3.7121
C -1.5455 1.7559 -2.5320
C -0.9333 1.9909 -4.9661
C -1.2599 -0.2827 -3.9455
H 4.0452 -0.3071 -5.4478
H 2.4609 -0.3384 -4.6573
H 3.9296 -0.6869 -3.7249
H 3.6328 2.1297 -6.2072
H 3.1038 3.3321 -5.0162
H 2.0236 2.0156 -5.4943
H 5.6961 1.6154 -4.8422
H 5.5230 1.1569 -3.1456
H 5.1833 2.8237 -3.6548
H -1.2299 2.7862 -2.3619
H -1.3819 1.1629 -1.6296
H -2.6141 1.7596 -2.7498
H -0.5245 2.9876 -4.8038
H -1.9859 2.0813 -5.2369
H -0.4086 1.5184 -5.7978
H -1.1950 -0.8588 -3.0213
H -0.6448 -0.7584 -4.7105
H -2.2962 -0.2888 -4.2846
O 4.0373 -3.1676 -1.2888
N 4.1751 -2.1684 -0.6755
O 3.1485 -0.0430 -0.4265
*
```

Record 3
# C2H2Br2I2

C2H2Br2I2 as an isolated structure (wB97M-V/def2-TZVPD, OMol25).

Values from the calculation:
Relative energy (zero: lowest compared OMol25 entry of this formula, charge and spin): 54.34 kcal per mole
Total energy: -158389.632 eV
Molar mass: 439.65 g mol⁻¹
F_max: 3.8 eV/A

ORCA input file:
```
! wB97M-V def2-TZVPD RIJCOSX def2/J DEFGRID3
* xyz 0 1
C 0.8752 -0.1083 0.5357
C -0.5081 -0.3693 0.5253
Br -1.5863 -0.0360 1.9163
Br -2.0340 1.0240 -2.2657
I 1.5267 1.8272 -0.7354
I -1.1124 -1.6697 -1.0194
H 1.3345 -0.6921 -0.3254
H 1.5045 0.0243 1.3685
*
```

Record 4
# FHNO

A 2-piece molecular cluster, FHNO overall (wB97M-V/def2-TZVPD, OMol25).

Values from the calculation:
Relative energy (zero: lowest compared OMol25 entry of this formula, charge and spin): 71.82 kcal per mole
Total energy: -6265.880 eV
Molar mass: 50.01 g mol⁻¹
F_max: 1.5 eV/A

ORCA input file:
```
! wB97M-V def2-TZVPD RIJCOSX def2/J DEFGRID3
* xyz -1 1
N -0.7229 -1.0768 0.3372
O 1.1475 0.2533 -0.1882
F -1.5612 -0.2966 -0.3380
H 1.1365 1.1201 0.1891
*
```

Record 5
# C23H44Cl3N4O3SSiTi

C23H44Cl3N4O3SSiTi as an isolated structure (wB97M-V/def2-TZVPD, OMol25).

Values from the calculation:
Relative energy (zero: lowest compared OMol25 entry of this formula, charge and spin): 71.96 kcal per mole
Total energy: -116067.821 eV
Molar mass: 639.01 g mol⁻¹
⟨S²⟩: 2.003
F_max: 3.8 eV/A

ORCA input file:
```
! wB97M-V def2-TZVPD RIJCOSX def2/J DEFGRID3
* xyz -1 3
C -1.8270 3.6581 1.1936
C -2.1972 3.6720 -0.2512
H -0.8317 4.1150 1.3281
H -1.8083 2.6500 1.6318
H -2.5063 4.2792 1.8072
C -2.2666 4.8196 -0.9766
C -1.9648 6.1819 -0.4961
H -2.6620 4.7684 -1.9828
H -1.0101 6.2251 0.0404
H -2.7830 6.5781 0.1194
H -1.8867 6.8300 -1.3733
Ti -1.8575 -0.1577 0.6992
Cl -1.7696 -2.0170 2.1793
Cl -4.0732 -0.0576 1.2208
C -1.3699 -2.3888 -1.1025
O -0.9864 -1.2727 -0.6183
N -0.5000 -3.2872 -1.5292
C 0.9307 -3.1207 -1.2272
C -0.9481 -4.4703 -2.2361
H -2.4505 -2.5990 -1.1914
H 1.1170 -3.1752 -0.1409
H 1.3143 -2.1635 -1.6169
H 1.4464 -3.9401 -1.7360
H -1.5895 -5.0979 -1.6005
H -0.0685 -5.0396 -2.5512
H -1.5325 -4.1775 -3.1237
H 2.0052 -0.2174 4.7024
H 1.6909 2.5026 1.8134
C 2.5839 -0.1048 3.7722
C 2.4319 1.7678 2.1401
N 1.7910 0.6123 2.7771
H 2.8431 -1.1112 3.3837
C 0.6020 0.1267 2.4492
O -0.1800 0.6260 1.5855
H 3.0563 1.4550 1.3007
H 0.2874 -0.7387 3.0343
H 3.5044 0.4579 3.9545
H 3.0932 2.2069 2.8896
O -2.1940 1.2486 -0.2680
C -2.6904 2.3859 -0.9264
C -1.5350 3.0621 -3.1304
C -2.4716 2.2894 -2.4349
H -0.7680 3.5847 -2.5473
C -1.5377 3.1532 -4.5263
H -3.7668 2.3288 -0.7332
C -3.2276 1.3668 -3.1631
H -0.8180 3.8004 -5.0311
C -2.4754 2.4063 -5.2371
C -3.2824 1.4772 -4.5620
H -3.7887 0.5904 -2.6117
H -2.5170 2.4767 -6.3185
H -3.9898 0.8479 -5.1176
Si 1.9885 1.5720 -2.9291
Cl 1.3385 3.1047 -1.7166
C 2.5357 2.1233 -4.6083
C 0.3965 0.5093 -3.1379
C 2.6020 0.6119 -1.4080
H 2.1415 1.4185 -5.3537
H 3.6301 2.1695 -4.7215
H 2.1013 3.1143 -4.8057
H 3.2574 1.2385 -0.7810
H 3.0824 -0.3642 -1.5660
H 1.7136 0.3634 -0.7925
H -0.3720 1.0010 -3.7600
H -0.0412 0.3606 -2.1300
H 0.6167 -0.5080 -3.5224
C 0.7614 -6.1724 4.4952
N 0.6313 -4.8513 3.8598
C 1.6574 -3.9602 3.8266
S 1.9031 -2.9892 2.4449
N 2.4262 -3.8698 4.9381
C 1.9512 -4.1407 6.2866
H 1.8169 -6.4386 4.6764
H 0.3094 -6.9179 3.8258
H 0.2077 -6.1761 5.4464
H 0.0686 -4.8270 2.9988
H 3.1733 -3.1819 4.8485
H 2.1561 -5.1746 6.5662
H 2.4972 -3.4891 6.9676
H 0.8831 -3.9401 6.3910
*
```

Record 6
# C4H11N2S

An isolated ion of composition C4H11N2S and charge +1 (wB97M-V/def2-TZVPD, OMol25).

Values from the calculation:
Relative energy (zero: lowest compared OMol25 entry of this formula, charge and spin): 49.52 kcal per mole
Structure (SMILES): CN1CC[NH2+][C@H]1S
Total energy: -18133.372 eV
Molar mass: 119.21 g mol⁻¹
F_max: 3.9 eV/A

ORCA input file:
```
! wB97M-V def2-TZVPD RIJCOSX def2/J DEFGRID3
* xyz 1 1
C 0.0398 0.5320 -1.8214
N 0.6982 0.3253 -0.4912
C 0.6610 -0.9773 0.0891
C -0.7283 -1.0859 0.7751
N -0.8494 0.3090 1.3067
C 0.3113 1.2630 0.4885
S 1.6123 1.5971 1.6470
H 0.3002 1.5186 -2.2805
H 0.0053 -0.3136 -2.4893
H -1.1083 0.7683 -1.6616
H 1.4164 -0.9545 0.9487
H 0.8974 -1.9143 -0.6262
H -1.4457 -1.1668 -0.0283
H -0.6006 -1.9159 1.4973
H -1.8379 0.7156 1.2319
H -0.5908 0.2150 2.2430
H 0.0570 2.2575 0.2236
H 1.5699 2.9872 1.5796
*
```

Record 7
# C18H52O8

A 8-piece molecular cluster, C18H52O8 overall (wB97M-V/def2-TZVPD, OMol25).

Values from the calculation:
Relative energy (zero: lowest compared OMol25 entry of this formula, charge and spin): 295.93 kcal per mole
Structure (SMILES): CC(C)O.CC(C)O.CC(C)O.CC(C)O.CC(C)O.CO.CO.CO
Total energy: -35877.137 eV
Molar mass: 396.61 g mol⁻¹
F_max: 10.1 eV/A

ORCA input file:
```
! wB97M-V def2-TZVPD RIJCOSX def2/J DEFGRID3
* xyz 0 1
C 28.4440 30.7720 33.5800
C 27.8140 32.0950 33.0480
C 26.2800 31.9960 33.0380
O 28.2900 33.1940 33.5910
H 27.7670 29.9460 33.3670
H 27.8100 30.7700 34.6450
H 29.4270 30.6110 33.4230
H 28.2530 32.0620 32.0880
H 25.9260 31.0610 32.5160
H 25.5570 32.8760 32.5750
H 26.3080 31.9630 34.0490
H 28.7740 33.6290 32.9920
C 29.4330 36.0740 32.7070
C 29.8840 35.5480 31.3430
C 31.4010 35.1650 31.4660
O 29.1670 34.2860 31.1220
H 29.8750 37.1370 33.2650
H 29.6570 35.3460 33.4840
H 28.3040 36.3290 32.7120
H 29.4550 36.3080 30.6790
H 32.2570 36.0370 31.6440
H 31.7440 34.8580 30.5230
H 31.5610 34.4520 32.2910
H 29.5940 33.8880 30.3510
C 23.7520 40.0980 34.3030
C 25.1660 39.6560 34.8610
C 25.6520 38.3810 34.3000
O 26.0340 40.6230 34.6980
H 22.9550 40.8120 34.8610
H 23.1310 39.2250 34.1580
H 23.9540 40.4960 33.2290
H 24.9670 39.3850 36.0390
H 26.7010 37.8660 34.6630
H 25.9540 38.3930 33.1680
H 25.1720 37.5690 34.3350
H 26.4220 41.2110 35.4550
C 22.9270 36.0860 32.7240
C 23.4350 34.7470 33.2310
C 24.5340 34.8550 34.2550
O 22.3410 34.0440 33.7780
H 22.2070 36.7580 33.3060
H 22.5180 35.6610 31.8680
H 23.7150 36.5970 32.4310
H 23.5990 34.1790 32.5070
H 25.5340 35.2620 33.9490
H 24.6000 33.7820 34.4330
H 24.3020 35.2620 35.2440
H 22.6040 33.0950 33.4210
C 29.7290 38.6990 36.5320
C 30.2270 40.0190 37.1120
C 30.4290 39.9880 38.6320
O 31.5300 40.2950 36.4610
H 28.8180 38.4460 36.8230
H 30.3880 37.8380 36.6860
H 29.4190 38.8250 35.4520
H 29.6230 40.9260 36.9730
H 30.8480 39.1440 39.0380
H 29.4180 40.0930 39.0260
H 31.2290 40.7820 39.1130
H 31.8640 41.1030 36.8280
C 25.7170 33.1860 38.8880
O 25.3880 34.4070 38.0440
H 25.0290 32.4510 38.7150
H 25.6180 33.5840 39.8410
H 26.6720 32.7780 38.7270
H 25.9380 34.3560 37.2380
C 28.2220 35.7280 36.0060
O 27.8180 34.5030 36.4200
H 29.2620 35.8250 35.8720
H 27.8880 36.5540 36.6010
H 27.6610 36.1590 35.1410
H 27.8470 33.7980 35.7390
C 26.4990 37.1240 39.3370
O 25.2000 36.6070 39.6970
H 27.0480 37.8030 40.0890
H 26.5150 37.6820 38.5220
H 27.2380 36.2960 39.1400
H 25.0020 35.7710 39.3680
*
```

Record 8
# C26H13BrCl2F5IInN4O5S

C26H13BrCl2F5IInN4O5S as an isolated structure (wB97M-V/def2-TZVPD, OMol25).

Values from the calculation:
Relative energy (zero: lowest compared OMol25 entry of this formula, charge and spin): 37.07 kcal per mole
Total energy: -176160.325 eV
Molar mass: 981.00 g mol⁻¹
F_max: 0.4 eV/A

ORCA input file:
```
! wB97M-V def2-TZVPD RIJCOSX def2/J DEFGRID3
* xyz -1 1
In 1.1654 -0.3337 0.3719
Cl 1.0443 3.6706 -2.4755
C -0.3675 2.6551 -2.5161
C -1.3928 2.9976 -3.4061
C -2.5300 2.2521 -3.4681
Cl -3.7909 2.7034 -4.5885
C -2.6957 1.1257 -2.6303
C -3.8472 0.3097 -2.6178
C -3.9143 -0.7409 -1.7522
C -2.8218 -0.9842 -0.8974
N -1.7367 -0.2595 -0.8923
C -1.6519 0.7892 -1.7377
C -0.4335 1.5592 -1.6660
O 0.5251 1.2846 -0.8510
H -1.2716 3.8628 -4.0409
H -4.6619 0.5326 -3.2930
H -4.7796 -1.3870 -1.7165
H -2.8611 -1.8151 -0.2019
O -1.7214 -5.7045 0.1733
C -2.0988 -5.0957 1.2804
O -2.8198 -5.6157 2.0996
C -1.6162 -3.7007 1.4922
C -2.0294 -2.9251 2.5572
N -1.4219 -1.7336 2.4353
N -0.6361 -1.6887 1.3599
C -0.7332 -2.8649 0.7710
C 0.0076 -3.0754 -0.5189
O -0.1687 -4.1497 -1.1070
O 0.7524 -2.1369 -0.8998
H -1.1287 -5.1092 -0.3976
H -2.7071 -3.1582 3.3565
H -1.5220 -0.9042 3.0017
F -2.3587 4.6513 4.4271
C -1.3629 3.9902 3.8138
C -1.5940 2.7744 3.1955
F -2.8231 2.2312 3.2180
C -0.5540 2.1099 2.5711
F -0.8586 0.9052 2.0188
C 0.7549 2.5841 2.5242
S 2.0923 1.7691 1.7704
C 0.9451 3.8148 3.1681
F 2.1643 4.3764 3.1891
C -0.0753 4.5067 3.7934
F 0.1725 5.6855 4.3882
I 4.3716 -1.3145 2.0117
C 2.2636 -1.6282 1.7948
H 1.8597 -1.4531 2.7897
H 2.1564 -2.6819 1.5544
Br 5.6284 -2.9504 -2.6477
C 4.7242 -1.3340 -2.2847
C 5.1552 -0.1427 -2.8405
C 4.4576 1.0109 -2.5316
C 3.3653 0.9288 -1.6833
N 2.9642 -0.2270 -1.1621
C 3.6226 -1.3444 -1.4481
H 6.0147 -0.1234 -3.4969
H 4.7502 1.9663 -2.9412
H 2.7848 1.7956 -1.4009
H 3.2443 -2.2603 -1.0159
*
```

Which of these has the lowest total energy? C26H13BrCl2F5IInN4O5S